(1)
Molecular formula: C8H12O2
Method: DFT, ωB97M-V/def2-TZVPD

XYZ file:
```
22
Properties=species:S:1:pos:R:3
O -3.852 -0.028 -0.212
C -2.645 0.030 -0.200
C -1.673 1.326 -0.251
C -0.380 0.687 0.219
C 1.050 1.278 0.149
C 1.999 0.040 0.285
O 2.794 0.050 -0.815
C 1.054 -1.261 0.159
C -0.235 -0.673 -0.363
C -1.680 -1.217 -0.029
H -1.265 1.603 -1.206
H -2.019 2.176 0.275
H -0.469 0.522 1.266
H 1.334 1.792 -0.823
H 1.232 1.896 1.064
H 2.435 0.183 1.351
H 3.670 -0.361 -0.686
H 1.551 -2.125 -0.201
H 0.835 -1.577 1.216
H -0.173 -0.658 -1.418
H -1.575 -1.716 0.896
H -1.987 -1.967 -0.676
```

Kohn-Sham gap = 10.16 eV
maximum force = 4.4 eV/Å
ΔE to the lowest compared entry with this formula, charge and spin = 1.608 eV

=====

(2)
Molecular formula: CH6N4O3P
Method: DFT, ωB97M-V/def2-TZVPD

XYZ file:
```
15
Properties=species:S:1:pos:R:3
C -0.821 2.206 -1.234
N -1.055 -0.167 0.681
N -0.974 1.029 -1.877
N 0.152 0.274 1.273
N -0.886 2.608 -0.150
O 1.657 -0.268 -0.816
O 2.591 -0.903 1.573
O 0.638 -2.237 0.566
P 1.486 -0.716 0.606
H -0.785 -0.933 0.136
H -1.700 -0.392 1.437
H -1.221 0.896 -2.866
H -0.574 0.259 -1.406
H 0.518 1.106 0.851
H 0.973 -2.761 1.227
```

Kohn-Sham gap = 8.40 eV
maximum force = 4.1 eV/Å
net charge = -1
ΔE to the lowest compared entry with this formula, charge and spin = 1.865 eV

=====

(3)
Molecular formula: C2HI2O3P
Method: DFT, ωB97M-V/def2-TZVPD

XYZ file:
```
9
Properties=species:S:1:pos:R:3
C 0.490 -0.522 0.527
C -0.529 -1.268 0.813
O -1.789 -0.426 -1.248
O -3.398 -1.310 0.496
O -1.975 0.768 0.929
P -2.186 -0.494 0.183
I 2.409 -1.363 0.610
I 0.427 -3.775 2.310
H 0.595 0.479 0.605
```

Kohn-Sham gap = 5.65 eV
maximum force = 4.1 eV/Å
net charge = -2
ΔE to the lowest compared entry with this formula, charge and spin = 1.946 eV

=====

(4)
Molecular formula: C3H10O
Method: DFT, ωB97M-V/def2-TZVPD

XYZ file:
```
14
Properties=species:S:1:pos:R:3
C -1.274 0.641 0.124
C -0.601 1.880 -0.372
H -0.861 -0.297 -0.257
H -1.313 0.553 1.203
H -2.316 0.592 -0.173
H -0.716 2.757 0.252
H -0.832 2.123 -1.417
H 0.491 1.727 -0.529
C 1.143 -1.928 0.451
O 1.786 -0.747 0.018
H 1.514 -0.663 -0.889
H 1.407 -2.799 -0.156
H 0.056 -1.804 0.283
H 1.517 -2.037 1.462
```

Kohn-Sham gap (spin up / spin down) = 11.72 / 4.66 eV
maximum force = 2.4 eV/Å
net charge = +1
ΔE to the lowest compared entry with this formula, charge and spin = 0.652 eV
2S+1 = 2

=====

(5)
Molecular formula: C3H6N2
Method: DFT, ωB97M-V/def2-TZVPD

XYZ file:
```
11
Properties=species:S:1:pos:R:3
C -0.642 -0.555 1.000
C 0.050 0.046 -0.201
N 1.007 1.090 0.071
C 0.613 -1.003 -1.154
N -0.034 -0.997 -2.124
H -1.402 -1.263 0.651
H 0.035 -1.058 1.692
H -1.146 0.267 1.517
H -0.767 0.378 -0.883
H 0.521 1.979 0.036
H 1.764 1.115 -0.604
```

Kohn-Sham gap = 9.70 eV
maximum force = 2.7 eV/Å
ΔE to the lowest compared entry with this formula, charge and spin = 2.487 eV

=====

(6)
Molecular formula: C21H45B2F4N3O7S
Method: DFT, ωB97M-V/def2-TZVPD

XYZ file:
```
83
Properties=species:S:1:pos:R:3
C -2.202 6.549 -5.137
C -1.872 6.139 -3.630
C -2.550 4.739 -3.180
C -1.788 3.475 -3.794
C -2.275 3.023 -5.244
C -3.852 3.100 -5.487
C -4.741 2.377 -4.382
C -4.651 0.765 -4.420
C -3.888 0.287 -3.081
C -3.626 -1.308 -3.060
C -2.140 -1.682 -2.541
C -2.133 -2.730 -1.318
C -1.209 -2.133 -0.154
C 0.052 -3.058 0.240
C 1.474 -2.393 -0.036
N 2.131 -1.735 1.138
C 2.610 -2.672 2.147
N 1.707 -3.175 3.156
C 1.782 -2.472 4.457
O 0.905 -3.202 5.370
C -0.020 -2.348 5.977
F -0.976 -1.827 5.096
F -0.749 -3.124 6.900
F 0.620 -1.359 6.724
N 3.915 -3.008 2.049
B 4.555 -3.999 2.983
C 5.641 -3.430 4.051
O 4.252 -5.392 3.034
B 4.832 -2.405 0.980
O 5.077 -3.194 -0.184
O 5.403 -1.137 1.246
S 1.234 -0.434 1.807
O -0.023 -0.816 2.502
O 2.182 0.342 2.686
F 0.862 0.615 0.533
H -3.259 6.300 -5.462
H -2.110 7.692 -5.192
H -1.395 6.128 -5.812
H -0.766 6.141 -3.371
H -2.354 6.928 -2.947
H -3.673 4.741 -3.324
H -2.379 4.694 -2.043
H -0.688 3.792 -3.907
H -1.791 2.654 -3.012
H -1.771 3.596 -6.098
H -1.977 1.924 -5.408
H -4.081 2.653 -6.516
H -4.126 4.211 -5.568
H -4.588 2.794 -3.325
H -5.834 2.628 -4.636
H -5.713 0.361 -4.344
H -4.144 0.369 -5.356
H -4.436 0.627 -2.132
H -2.889 0.829 -3.078
H -3.692 -1.681 -4.139
H -4.439 -1.768 -2.402
H -1.516 -2.169 -3.373
H -1.632 -0.694 -2.301
H -3.209 -2.752 -0.919
H -1.889 -3.793 -1.622
H -0.863 -1.065 -0.325
H -1.864 -2.095 0.788
H -0.105 -3.450 1.289
H -0.013 -3.975 -0.451
H 1.332 -1.634 -0.887
H 2.225 -3.155 -0.449
H 1.680 -4.196 3.230
H 1.553 -1.363 4.428
H 2.841 -2.574 4.893
H 5.142 -3.262 5.075
H 6.504 -4.146 4.235
H 6.072 -2.419 3.750
H 4.528 -5.687 3.932
H 6.004 -2.997 -0.434
H 4.989 -0.736 2.043
C 2.428 1.584 5.490
C 3.561 1.982 6.467
O 4.340 2.856 5.843
H 2.821 1.116 4.585
H 1.760 0.857 5.972
H 1.819 2.444 5.198
H 4.013 1.024 6.796
H 3.045 2.310 7.391
```

Kohn-Sham gap = 2.23 eV
maximum force = 5.8 eV/Å
ΔE to the lowest compared entry with this formula, charge and spin = 5.206 eV

=====

(7)
Molecular formula: C27H21Br3F5GdN5O3S
Method: DFT, ωB97M-V/def2-TZVPD

XYZ file:
```
66
Properties=species:S:1:pos:R:3
Gd -0.670 -0.147 -0.483
Br -2.033 -3.308 -0.307
C -0.836 -3.221 -1.784
C -0.508 -4.305 -2.563
C 0.443 -4.089 -3.557
C 1.044 -2.845 -3.700
C 0.639 -1.825 -2.866
N -0.309 -2.020 -1.942
C 1.317 -0.454 -2.800
O 2.425 -0.345 -3.276
O 0.634 0.433 -2.140
H -0.966 -5.271 -2.400
H 0.731 -4.908 -4.203
H 1.820 -2.656 -4.427
Br -3.426 5.499 2.169
C -2.277 4.144 1.588
C -1.690 4.222 0.340
C -0.918 3.155 -0.070
N -0.710 2.068 0.679
C -1.240 2.031 1.910
C -2.033 3.047 2.401
C -0.945 0.819 2.721
C -0.770 0.909 4.091
C -0.507 -0.251 4.795
Br -0.257 -0.183 6.650
C -0.415 -1.456 4.123
C -0.568 -1.440 2.749
N -0.828 -0.332 2.052
H -1.847 5.078 -0.303
H -0.440 3.163 -1.042
H -2.494 2.970 3.377
H -0.829 1.863 4.597
H -0.217 -2.380 4.649
H -0.475 -2.357 2.180
C 4.595 -0.383 -0.643
N 3.334 -0.202 0.081
C 2.837 1.172 0.086
C 2.503 -1.223 0.333
O 1.249 -1.073 0.309
N 3.036 -2.447 0.567
C 4.299 -2.622 1.286
C 2.171 -3.619 0.550
H 4.557 0.222 -1.549
H 4.719 -1.418 -0.943
H 5.450 -0.071 -0.041
H 3.658 1.828 0.375
H 2.043 1.282 0.812
H 2.476 1.461 -0.900
H 4.697 -1.663 1.603
H 5.045 -3.134 0.675
H 4.115 -3.224 2.177
H 1.319 -3.449 -0.096
H 1.813 -3.863 1.554
H 2.737 -4.470 0.169
F -4.432 4.777 -3.263
C -4.209 3.726 -2.486
C -4.931 3.552 -1.320
F -5.852 4.447 -0.986
C -4.696 2.459 -0.508
F -5.404 2.348 0.615
C -3.740 1.502 -0.819
S -3.372 0.143 0.212
C -3.045 1.726 -1.991
F -2.051 0.853 -2.304
C -3.246 2.799 -2.828
F -2.518 2.956 -3.931
```

Kohn-Sham gap (spin up / spin down) = 6.11 / 7.14 eV
maximum force = 1.3 eV/Å
net charge = +1
ΔE to the lowest compared entry with this formula, charge and spin = 0.038 eV
2S+1 = 8

=====

(8)
Molecular formula: C2H4N3
Method: DFT, ωB97M-V/def2-TZVPD

XYZ file:
```
9
Properties=species:S:1:pos:R:3
N -0.849 1.613 -1.901
C -0.460 1.003 -1.004
N 0.088 0.029 -0.458
C 0.090 -0.620 0.851
N 1.266 -0.070 0.353
H -1.531 1.966 -2.558
H -0.158 -1.805 0.958
H -0.247 -0.168 1.696
H 1.935 -0.768 0.035
```

Kohn-Sham gap = 10.78 eV
maximum force = 4.5 eV/Å
net charge = +1
ΔE to the lowest compared entry with this formula, charge and spin = 4.073 eV

=====

Question: Among the records above, which one has the highest maximum force?
Answer: C21H45B2F4N3O7S